Entry 1:
Molecular formula: C9H14
Method: DFT, the ωB97M-V functional and the def2-TZVPD basis

Each line ends with the natural charge from an NBO analysis.
Geometry (Å):
C1 2.171 -1.308 3.122  -0.60
H1 -2.249 -0.491 1.227  0.21
C2 -0.360 0.459 0.874  -0.23
H2 1.334 -2.005 3.158  0.20
H3 2.429 -1.870 1.060  0.20
C3 0.067 0.948 -1.419  -0.22
C4 -1.662 0.087 0.520  -0.21
H4 -2.331 1.466 -3.466  0.22
H5 2.772 -1.381 4.023  0.20
H6 3.401 -2.818 2.158  0.20
C5 -1.669 0.634 -3.199  -0.63
H7 1.543 1.162 0.133  0.21
H8 -2.284 -0.235 -3.440  0.22
C6 3.061 -1.805 1.948  -0.60
C7 -2.132 0.255 -0.753  -0.21
H9 1.771 -0.326 2.907  0.20
H10 -0.882 0.703 -3.943  0.22
C8 -1.232 0.655 -1.779  -0.02
H11 3.909 -1.151 1.766  0.20
H12 -0.001 0.344 1.882  0.21
H13 -3.175 0.064 -0.971  0.21
C9 0.535 0.855 -0.097  -0.19
H14 0.780 1.168 -2.207  0.20

Atoms 1-6, force components in eV/Å:
C 0.69 -1.07 -1.13
H -0.25 0.58 0.21
C 0.31 -0.45 -0.19
H -0.10 0.10 0.42
H 0.25 0.12 -0.21
C 0.72 -0.25 -0.02

Calculated values
**Max |F|**: 1.7 eV Å⁻¹
**DFT total energy**: -351.31567 Ha
**HOMO-LUMO gap**: 0.36843 Ha
**HOMO**: -8.98 eV
**Energy relative to the best compared isomer or geometry (same formula, charge and spin)**: 38.1 kJ/mol
**SMILES**: Cc1ccccc1.CC



Entry 2:
Molecular formula: C9H14
Method: DFT, the ωB97M-V functional and the def2-TZVPD basis

Each line ends with the natural charge from an NBO analysis.
Geometry (Å):
C1 -3.661 -0.756 0.680  -0.22
H1 3.813 1.282 -3.361  0.20
H2 -2.904 0.781 2.075  0.21
H3 -1.755 -2.737 -1.176  0.21
C2 3.837 1.755 -1.242  -0.62
H4 3.183 1.196 -0.594  0.21
H5 4.265 2.673 -0.804  0.21
H6 3.194 2.835 -3.196  0.22
C3 -3.402 -1.766 -0.178  -0.23
H7 -4.674 -0.290 0.621  0.21
C4 -2.056 -2.138 -0.335  -0.20
C5 -0.367 -0.148 2.469  -0.66
H8 -0.776 -0.184 3.491  0.22
H9 2.300 1.541 -2.682  0.21
C6 3.318 1.927 -2.630  -0.64
C7 -1.448 -0.749 1.588  -0.01
C8 -2.671 -0.075 1.420  -0.21
C9 -1.110 -1.583 0.505  -0.22
H10 0.088 0.784 2.095  0.23
H11 -0.094 -1.935 0.458  0.21
H12 -4.134 -2.443 -0.607  0.22
H13 0.349 -0.974 2.684  0.22
H14 4.707 1.002 -1.280  0.20

Atoms 1-6, force components in eV/Å:
C -1.72 2.99 0.26
H 0.31 -0.02 0.23
H -0.07 -0.48 -0.52
H 0.08 -0.51 0.06
C 2.92 -0.82 0.31
H -0.66 0.54 0.38

Calculated values
**Max |F|**: 3.5 eV Å⁻¹
**DFT total energy**: -351.26973 Ha
**HOMO-LUMO gap**: 0.36222 Ha
**HOMO**: -9.07 eV
**Energy relative to the best compared isomer or geometry (same formula, charge and spin)**: 158.7 kJ/mol
**SMILES**: Cc1ccccc1.CC



Entry 3:
Molecular formula: C9H14
Method: DFT, the ωB97M-V functional and the def2-TZVPD basis

Each line ends with the natural charge from an NBO analysis.
Geometry (Å):
C1 1.565 1.649 -0.578  -0.22
C2 -0.530 -0.001 3.195  -0.61
C3 0.333 -0.350 -2.064  0.00
C4 1.471 0.366 -0.056  -0.21
H1 1.867 0.198 0.932  0.22
H2 -2.681 0.051 3.660  0.20
H3 -2.291 -0.721 2.141  0.20
H4 0.212 -0.799 3.228  0.20
H5 -0.833 -2.158 -2.284  0.22
C5 1.048 1.941 -1.837  -0.20
C6 -1.949 -0.599 3.170  -0.61
H6 -1.972 -1.569 3.663  0.20
H7 -0.996 -1.011 -3.619  0.22
H8 1.133 2.952 -2.211  0.21
C7 -0.299 -1.436 -2.905  -0.63
H9 -0.347 0.626 4.067  0.20
C8 0.435 0.941 -2.566  -0.22
H10 -0.343 0.598 2.305  0.21
H11 0.023 1.146 -3.555  0.21
H12 2.029 2.431 0.009  0.21
C9 0.865 -0.628 -0.810  -0.22
H13 0.473 -1.984 -3.451  0.22
H14 0.787 -1.644 -0.436  0.21

Atoms 1-6, force components in eV/Å:
C -0.05 0.10 0.01
C -0.20 -0.18 0.00
C 0.00 -0.14 -0.22
C -0.03 0.41 -0.33
H 0.02 -0.32 0.11
H 0.14 -0.07 -0.02

Calculated values
**Max |F|**: 0.5 eV Å⁻¹
**DFT total energy**: -351.32515 Ha
**HOMO-LUMO gap**: 0.36930 Ha
**HOMO**: -9.04 eV
**Energy relative to the best compared isomer or geometry (same formula, charge and spin)**: 13.2 kJ/mol
**SMILES**: Cc1ccccc1.CC



Entry 4:
Molecular formula: C9H14
Method: DFT, the ωB97M-V functional and the def2-TZVPD basis

Each line ends with the natural charge from an NBO analysis.
Geometry (Å):
H1 2.454 -0.465 2.621  0.21
C1 -1.075 2.256 -1.067  -0.21
H2 1.889 -1.515 3.997  0.21
H3 2.307 -2.366 1.357  0.20
C2 1.677 -1.099 3.034  -0.61
H4 -2.135 -0.005 1.310  0.22
C3 1.050 -0.773 -2.040  -0.64
H5 -0.380 -1.455 -0.043  0.20
H6 0.370 1.648 -2.618  0.21
C4 -0.328 1.375 -1.828  -0.22
H7 0.722 -0.530 3.164  0.20
H8 0.703 -1.781 1.247  0.20
H9 -2.259 2.213 0.827  0.21
C5 -1.648 1.670 0.089  -0.22
H10 1.146 -1.785 -1.689  0.22
C6 -0.768 -0.496 -0.349  -0.22
C7 -0.038 0.071 -1.366  0.00
H11 -1.371 3.278 -1.284  0.23
C8 1.405 -2.201 1.980  -0.61
H12 1.143 -3.214 2.332  0.21
C9 -1.542 0.352 0.472  -0.21
H13 0.827 -0.601 -3.097  0.22
H14 2.006 -0.221 -1.846  0.22

Atoms 1-6, force components in eV/Å:
H 0.06 0.30 0.49
C -1.01 -1.47 1.03
H 0.64 -0.09 0.52
H -0.16 0.02 0.43
C -1.73 -0.37 -0.88
H 0.38 -0.01 -0.01

Calculated values
**Max |F|**: 2.9 eV Å⁻¹
**DFT total energy**: -351.28646 Ha
**HOMO-LUMO gap**: 0.36590 Ha
**HOMO**: -8.94 eV
**Energy relative to the best compared isomer or geometry (same formula, charge and spin)**: 114.8 kJ/mol
**SMILES**: Cc1ccccc1.CC



Entry 5:
Molecular formula: C9H14
Method: DFT, the ωB97M-V functional and the def2-TZVPD basis

Each line ends with the natural charge from an NBO analysis.
Geometry (Å):
H1 -0.191 -1.232 2.385  0.22
H2 -1.973 0.120 -2.624  0.20
H3 3.851 2.547 0.733  0.21
C1 -0.085 -1.052 1.311  -0.64
H4 0.158 -1.995 0.833  0.22
C2 0.961 0.018 1.105  0.01
C3 -2.891 -1.210 -1.192  -0.60
H5 1.605 -0.646 -0.896  0.21
H6 0.347 1.065 2.795  0.21
H7 -2.023 -1.539 -3.125  0.20
H8 -3.326 -0.389 -0.610  0.20
H9 -1.944 -1.398 -0.699  0.20
C4 1.061 1.096 1.980  -0.24
H10 3.275 1.100 -1.109  0.21
H11 2.230 2.846 2.538  0.21
H12 -3.523 -0.515 -3.175  0.20
H13 -1.053 -0.726 0.935  0.22
C5 2.770 0.942 -0.160  -0.19
C6 2.122 1.979 1.895  -0.20
C7 -2.613 -0.768 -2.632  -0.60
C8 3.062 1.818 0.878  -0.23
H14 -3.600 -2.034 -1.138  0.20
C9 1.778 -0.027 -0.028  -0.24

Atoms 1-6, force components in eV/Å:
H -0.11 -0.11 -0.14
H -0.14 0.01 -0.01
H 0.01 -0.06 0.19
C -0.07 0.42 0.58
H 0.17 -0.03 -0.13
C -0.08 -0.60 -0.92

Calculated values
**Max |F|**: 1.3 eV Å⁻¹
**DFT total energy**: -351.31109 Ha
**HOMO-LUMO gap**: 0.36601 Ha
**HOMO**: -8.99 eV
**Energy relative to the best compared isomer or geometry (same formula, charge and spin)**: 50.2 kJ/mol
**SMILES**: Cc1ccccc1.CC



Entry 6:
Molecular formula: C9H14
Method: DFT, the ωB97M-V functional and the def2-TZVPD basis

Each line ends with the natural charge from an NBO analysis.
Geometry (Å):
H1 -1.241 3.191 -1.704  0.22
H2 0.859 1.174 -0.394  0.21
C1 -1.146 1.218 -1.146  0.02
C2 -1.973 -0.974 -1.721  -0.19
H3 -0.918 3.119 0.037  0.22
C3 2.561 -0.611 2.687  -0.61
H4 -0.392 -2.516 -2.006  0.22
C4 -2.221 0.349 -1.474  -0.24
C5 -1.469 2.656 -0.772  -0.63
H5 -2.825 -1.640 -1.765  0.21
C6 0.337 -0.644 -1.406  -0.19
H6 2.970 0.228 2.105  0.20
H7 1.541 -1.367 0.897  0.20
H8 -2.540 2.760 -0.628  0.21
H9 -3.245 0.678 -1.360  0.21
H10 1.261 -2.291 2.306  0.20
H11 2.406 -0.206 3.674  0.21
C7 1.401 -1.259 1.970  -0.61
C8 0.122 0.690 -1.021  -0.24
C9 -0.674 -1.497 -1.805  -0.24
H12 0.445 -0.741 2.080  0.21
H13 3.400 -1.316 2.666  0.20
H14 1.342 -1.002 -1.221  0.20

Atoms 1-6, force components in eV/Å:
H -0.04 0.45 0.32
H 0.27 0.38 -0.56
C -1.11 0.19 1.01
C -0.12 -1.19 -0.46
H 0.20 -0.26 0.18
C 1.22 0.31 -1.27

Calculated values
**Max |F|**: 1.8 eV Å⁻¹
**DFT total energy**: -351.30611 Ha
**HOMO-LUMO gap**: 0.36807 Ha
**HOMO**: -9.01 eV
**Energy relative to the best compared isomer or geometry (same formula, charge and spin)**: 63.2 kJ/mol
**SMILES**: Cc1ccccc1.CC



Entry 7:
Molecular formula: C9H14
Method: DFT, the ωB97M-V functional and the def2-TZVPD basis

Each line ends with the natural charge from an NBO analysis.
Geometry (Å):
H1 -2.350 0.695 -2.767  0.21
H2 -0.851 -0.971 -0.248  0.26
H3 0.596 1.967 0.472  0.29
H4 -1.578 -2.635 1.446  0.26
H5 2.188 0.444 2.570  0.26
C1 -0.238 -1.883 2.938  0.04
C2 0.648 -0.065 1.067  0.26
C3 -0.195 0.621 -3.214  -0.61
C4 -1.450 1.303 -2.688  -0.61
H6 -1.578 2.273 -3.165  0.22
C5 1.011 1.008 0.133  -0.72
H7 -0.191 0.373 -4.274  0.23
C6 1.323 -0.155 2.323  -0.17
C7 -0.331 -1.040 0.699  -0.17
H8 -0.715 -2.435 3.740  0.24
H9 -1.343 1.506 -1.617  0.18
H10 0.894 0.880 -0.941  0.28
C8 -0.768 -1.942 1.626  -0.17
H11 0.022 -0.316 -2.691  0.18
H12 0.678 1.267 -3.081  0.20
H13 1.310 -1.088 4.227  0.26
C9 0.822 -1.006 3.265  -0.18
H14 2.095 1.202 0.178  0.27

Atoms 1-6, force components in eV/Å:
H -0.02 0.06 -0.36
H 0.30 0.07 -0.17
H -0.26 -0.06 -0.09
H 0.05 0.02 -0.26
H -0.08 0.26 -0.28
C -0.29 0.34 0.21

Calculated values
**Max |F|**: 1.7 eV Å⁻¹
**DFT total energy**: -351.00016 Ha
**Net charge**: +1
**HOMO-LUMO gap (alpha / beta)**: 0.37882 / 0.23975 Ha
**HOMO (alpha / beta)**: -14.73 / -14.74 eV
**Multiplicity**: 2
**Energy relative to the best compared isomer or geometry (same formula, charge and spin)**: 23.2 kJ/mol



Entry 8:
Molecular formula: C9H14
Method: DFT, the ωB97M-V functional and the def2-TZVPD basis

Each line ends with the natural charge from an NBO analysis.
Geometry (Å):
H1 -3.429 0.348 -0.455  0.21
H2 3.433 -1.621 0.968  0.29
H3 0.933 1.176 -2.758  0.26
H4 -4.182 -1.747 0.387  0.21
C1 2.121 0.095 0.287  0.23
H5 -3.251 -0.995 1.599  0.21
H6 -0.633 1.977 1.063  0.25
H7 4.297 -0.204 0.563  0.27
C2 0.027 1.535 -0.904  0.00
C3 1.090 0.671 1.068  -0.07
H8 -1.734 -0.319 -0.569  0.17
C4 -2.796 -0.542 -0.597  -0.61
C5 -3.235 -1.402 0.602  -0.59
H9 1.100 0.634 2.144  0.25
H10 -0.732 2.130 -1.409  0.25
H11 3.323 -0.093 2.021  0.25
C6 0.065 1.475 0.462  -0.22
C7 2.032 0.175 -1.117  -0.24
H12 -3.128 -1.014 -1.541  0.22
H13 2.891 -0.319 -1.746  0.27
C8 1.017 0.938 -1.669  -0.11
C9 3.317 -0.540 1.016  -0.69
H14 -2.527 -2.359 0.584  0.19

Atoms 1-6, force components in eV/Å:
H 0.66 0.33 -0.62
H -0.66 -0.16 0.20
H 0.49 -0.68 0.95
H -2.19 -0.89 -0.27
C 1.59 -1.60 0.17
H 0.35 0.56 0.12

Calculated values
**Max |F|**: 4.5 eV Å⁻¹
**DFT total energy**: -350.96865 Ha
**Net charge**: +1
**HOMO-LUMO gap (alpha / beta)**: 0.36647 / 0.20552 Ha
**HOMO (alpha / beta)**: -14.16 / -14.16 eV
**Multiplicity**: 2
**Energy relative to the best compared isomer or geometry (same formula, charge and spin)**: 105.9 kJ/mol



Entry 9:
Molecular formula: C9H14Br2O
Method: DFT, the ωB97M-V functional and the def2-TZVPD basis

Each line ends with the natural charge from an NBO analysis.
Geometry (Å):
C1 1.529 0.769 -1.996  -0.66
H1 -0.268 2.688 -2.822  0.22
C2 -0.204 2.606 -1.738  -0.64
C3 -0.406 0.496 -0.468  -0.31
C4 0.255 1.236 -1.354  0.09
H2 -1.175 2.844 -1.311  0.22
H3 0.915 0.915 1.611  0.23
H4 -1.327 0.875 -0.028  0.22
H5 0.517 3.347 -1.391  0.22
H6 2.349 -0.080 1.904  0.22
H7 0.951 -0.231 2.960  0.22
H8 2.354 0.793 -1.285  0.22
Br1 -4.553 0.781 0.036  -0.01
H9 1.732 -2.556 2.291  0.21
O1 -2.938 -1.076 1.149  -0.74
C5 0.987 -2.555 1.499  -0.65
H10 1.433 -0.255 -2.350  0.23
H11 1.787 1.409 -2.836  0.21
H12 1.344 -3.177 0.681  0.23
C6 -3.225 0.143 1.261  0.23
H13 -3.338 -1.642 0.454  0.53
Br2 -0.753 -2.267 -1.109  -0.03
C7 -0.006 -0.839 -0.021  -0.05
H14 0.073 -3.010 1.883  0.23
C8 1.260 -0.065 1.929  -0.63
C9 0.709 -1.151 1.054  -0.01

Atoms 1-6, force components in eV/Å:
C -0.04 -0.06 0.01
H -0.01 0.07 -0.09
C -0.12 -0.04 0.10
C -0.22 0.20 -0.09
C 0.08 -0.05 0.08
H -0.06 0.02 0.04

Calculated values
**Max |F|**: 4.3 eV Å⁻¹
**DFT total energy**: -5574.40725 Ha
**HOMO-LUMO gap (alpha / beta)**: 0.27949 / 0.26191 Ha
**HOMO (alpha / beta)**: -7.02 / -8.88 eV
**Multiplicity**: 3



Entry 10:
Molecular formula: C9H14ClDyI2NOPS
Method: DFT, the ωB97M-V functional and the def2-TZVPD basis

Each line ends with the Mulliken charge.
Geometry (Å):
C1 -0.337 1.972 1.514  0.01
H1 1.318 -6.047 0.720  0.42
H2 -0.284 -2.795 3.123  0.42
I1 -2.152 4.491 4.840  -0.01
H3 2.798 -2.165 0.356  0.38
C2 -2.136 1.077 -2.464  -1.10
H4 -0.111 2.765 -3.707  0.40
H5 -1.843 4.004 -2.087  0.39
H6 1.215 2.873 -2.497  0.35
C3 -1.474 3.526 -1.171  -1.07
Cl1 0.721 -1.310 -1.743  -0.41
C4 1.297 -5.004 1.025  -0.56
H7 0.828 1.297 -3.254  0.35
C5 0.426 -3.217 2.409  -0.42
S1 1.721 -0.696 2.346  -0.23
C6 1.370 -2.336 1.855  0.00
N1 2.163 -2.816 0.823  0.09
Dy1 0.114 -0.091 0.329  0.95
I2 0.310 5.474 4.324  0.00
H8 2.877 -4.360 -0.368  0.43
H9 -0.291 -5.250 2.461  0.43
H10 -1.796 0.094 -2.823  0.39
C7 2.171 -4.120 0.422  -0.18
H11 -2.297 3.416 -0.457  0.38
O1 -0.521 2.829 2.256  0.02
C8 0.404 2.243 -2.887  -1.07
H12 -0.699 4.152 -0.716  0.39
C9 0.408 -4.545 2.004  -0.13
H13 -2.426 1.708 -3.317  0.38
P1 -0.774 1.890 -1.521  0.61
H14 -2.998 0.939 -1.795  0.37

Atoms 1-6, force components in eV/Å:
C -0.76 3.94 3.84
H -0.07 0.19 0.09
H 0.35 -0.38 0.05
I 0.50 0.23 -0.08
H -0.13 -0.21 0.36
C 0.07 -0.30 0.49

Calculated values
**Max |F|**: 5.6 eV Å⁻¹
**DFT total energy**: -3161.01817 Ha
**Net charge**: +2
**HOMO-LUMO gap (alpha / beta)**: 0.19301 / 0.19444 Ha
**HOMO (alpha / beta)**: -13.45 / -13.45 eV
**Multiplicity**: 6



Which value of max |F| does entry 4 give? 2.9 eV Å⁻¹



What is the max |F| in the tenth record? 5.6 eV Å⁻¹



The lowest max |F| belongs to which entry? number 3



Please write out number 10 again, unchanged.
Molecular formula: C9H14ClDyI2NOPS
Method: DFT, the ωB97M-V functional and the def2-TZVPD basis

Each line ends with the Mulliken charge.
Geometry (Å):
C1 -0.337 1.972 1.514  0.01
H1 1.318 -6.047 0.720  0.42
H2 -0.284 -2.795 3.123  0.42
I1 -2.152 4.491 4.840  -0.01
H3 2.798 -2.165 0.356  0.38
C2 -2.136 1.077 -2.464  -1.10
H4 -0.111 2.765 -3.707  0.40
H5 -1.843 4.004 -2.087  0.39
H6 1.215 2.873 -2.497  0.35
C3 -1.474 3.526 -1.171  -1.07
Cl1 0.721 -1.310 -1.743  -0.41
C4 1.297 -5.004 1.025  -0.56
H7 0.828 1.297 -3.254  0.35
C5 0.426 -3.217 2.409  -0.42
S1 1.721 -0.696 2.346  -0.23
C6 1.370 -2.336 1.855  0.00
N1 2.163 -2.816 0.823  0.09
Dy1 0.114 -0.091 0.329  0.95
I2 0.310 5.474 4.324  0.00
H8 2.877 -4.360 -0.368  0.43
H9 -0.291 -5.250 2.461  0.43
H10 -1.796 0.094 -2.823  0.39
C7 2.171 -4.120 0.422  -0.18
H11 -2.297 3.416 -0.457  0.38
O1 -0.521 2.829 2.256  0.02
C8 0.404 2.243 -2.887  -1.07
H12 -0.699 4.152 -0.716  0.39
C9 0.408 -4.545 2.004  -0.13
H13 -2.426 1.708 -3.317  0.38
P1 -0.774 1.890 -1.521  0.61
H14 -2.998 0.939 -1.795  0.37

Atoms 1-6, force components in eV/Å:
C -0.76 3.94 3.84
H -0.07 0.19 0.09
H 0.35 -0.38 0.05
I 0.50 0.23 -0.08
H -0.13 -0.21 0.36
C 0.07 -0.30 0.49

Calculated values
**Max |F|**: 5.6 eV Å⁻¹
**DFT total energy**: -3161.01817 Ha
**Net charge**: +2
**HOMO-LUMO gap (alpha / beta)**: 0.19301 / 0.19444 Ha
**HOMO (alpha / beta)**: -13.45 / -13.45 eV
**Multiplicity**: 6